[1]
Entry from OMol25: an isolated ion of composition C4H10N3O2 and charge -1 at a distorted geometry (wB97M-V/def2-TZVPD).

Last column: Löwdin charge in e.
Geometry (Å):
O (0.51122, 1.79982, -1.44623)  -0.20
O (1.11185, -1.22178, -2.72110)  -0.31
N (-0.06717, -0.10516, -0.40293)  -0.12
N (1.39149, 0.02051, -2.42570)  -0.08
N (0.61859, 0.56276, -1.43862)  -0.38
C (0.72081, -0.27117, 0.81455)  -0.23
C (1.97772, -1.18924, 0.88539)  -0.09
C (-1.57360, -0.01775, -0.28841)  -0.20
C (-2.09257, 1.20390, 0.50946)  -0.11
H (-1.84557, 0.10740, -1.32631)  0.10
H (-1.88075, -0.98348, 0.02275)  0.08
H (0.09556, -0.60161, 1.64860)  0.10
H (1.71507, -2.28212, 0.87208)  0.07
H (1.06705, 0.72935, 1.03502)  0.09
H (-1.96541, 2.09664, -0.16650)  0.08
H (-3.16820, 1.02102, 0.92631)  0.08
H (2.70204, -1.13670, 0.12434)  0.04
H (2.35516, -1.06625, 1.88627)  0.05
H (-1.67327, 1.33385, 1.49105)  0.03

**Charge**: -1
**Kohn-Sham gap**: 5.8553 eV
**E**: -472.9772 a.u.
**SMILES string**: CCN(CC)N([O-])N=O
**Relative energy (zero: lowest compared OMol25 entry of this formula, charge and spin)**: 397.1 kJ/mol
**HOMO level**: -0.07591 Ha
**LUMO**: 3.790 eV

***

[2]
Entry from OMol25: a 6-piece molecular cluster, C5H20FO5 overall at a distorted geometry (wB97M-V/def2-TZVPD).

Last column: Löwdin charge in e.
Geometry (Å):
F (0.14152, -0.69892, -0.63204)  -0.96
O (-1.13541, -1.23845, 3.78470)  -0.12
O (2.06763, -0.08182, -6.10526)  -0.11
O (4.69500, -0.69991, 0.75407)  -0.13
O (-5.46093, -2.26733, -0.18053)  -0.13
O (0.25480, 4.04324, -0.48374)  -0.11
C (-2.43597, -1.62936, 4.15686)  -0.19
C (-6.79985, -2.67125, 0.23472)  -0.14
C (2.45336, 1.05547, -5.39113)  -0.19
C (1.49178, 4.60136, -0.10255)  -0.19
C (5.14377, -1.16148, 2.04037)  -0.16
H (2.42145, 4.16229, -0.46448)  0.07
H (-6.85503, -3.75699, 0.15592)  0.07
H (1.64684, 4.54455, 0.97488)  0.06
H (-6.90461, -2.31034, 1.25789)  0.07
H (0.31715, 3.08950, -0.39372)  0.08
H (-2.73988, -2.53859, 3.63817)  0.07
H (-5.27075, -1.35514, 0.05042)  0.07
H (2.65997, -0.09079, -6.86068)  0.07
H (-3.14822, -0.84693, 3.89491)  0.07
H (-1.03931, -1.16234, 2.83255)  0.08
H (-2.52638, -1.86103, 5.21811)  0.07
H (6.23272, -1.14198, 2.08415)  0.07
H (-7.59217, -2.27101, -0.39785)  0.06
H (3.51783, 0.97965, -5.16914)  0.07
H (1.98707, 1.03156, -4.40619)  0.09
H (3.74763, -0.62487, 0.61823)  0.08
H (4.75843, -0.62402, 2.90683)  0.06
H (4.70229, -2.14493, 2.20167)  0.07
H (1.44338, 5.66283, -0.34557)  0.07
H (2.22588, 2.00704, -5.87160)  0.07

**Charge**: -1
**Kohn-Sham gap**: 6.4174 eV
**E**: -678.4602 a.u.
**Relative energy (zero: lowest compared OMol25 entry of this formula, charge and spin)**: 51.8 kJ/mol
**HOMO level**: -0.13161 Ha
**LUMO**: 2.836 eV

***

[3]
Entry from OMol25: a 2-piece molecular cluster, C2H2ClF overall (wB97M-V/def2-TZVPD).

Last column: Löwdin charge in e.
Geometry (Å):
Cl (2.89066, 0.29950, 0.09536)  0.30
F (0.05097, -1.18200, 0.02180)  0.08
C (-1.72753, 0.52252, -0.22865)  0.11
C (-0.84094, -0.25586, -0.05187)  -0.23
H (2.09448, -0.64705, 0.38636)  -0.28
H (-2.46764, 1.26289, -0.22299)  0.02

**Kohn-Sham gap**: 11.6274 eV
**E**: -637.3578 a.u.
**SMILES string**: C#CF.Cl
**Relative energy (zero: lowest compared OMol25 entry of this formula, charge and spin)**: 204.7 kJ/mol
**HOMO level**: -0.40158 Ha
**LUMO**: 0.700 eV

***

[4]
Entry from OMol25: a 10-piece molecular cluster, C25H42F21N3O15S overall at a distorted geometry (wB97M-V/def2-TZVPD).

Last column: Löwdin charge in e.
Geometry (Å):
S (-1.38090, -0.00505, 0.62543)  0.63
F (-0.52375, 0.54234, -1.94700)  0.15
F (-2.24902, -1.57081, -2.23913)  0.14
F (7.05184, 0.47899, 3.72057)  0.20
F (-9.15047, 1.00083, -0.86948)  0.20
F (-5.32228, 3.29551, -3.07426)  0.17
F (-4.36412, 2.04577, -4.60385)  0.17
F (5.69261, -5.01591, 2.78946)  0.13
F (-0.61043, -2.95171, -1.91544)  0.15
F (2.13926, 5.79379, 1.29711)  0.21
F (5.36965, 1.02660, 5.01456)  0.16
F (-4.24090, 4.23411, -4.74083)  0.18
F (-2.24719, -3.50221, -3.14170)  0.16
F (3.51047, -5.68744, 2.97539)  0.13
F (6.11176, -1.06931, 4.81559)  0.17
F (0.83366, -0.68900, -0.74337)  0.14
F (0.76825, 1.49260, -0.41000)  0.13
F (4.90976, -6.99512, 2.18195)  0.18
F (-7.78235, 2.51525, -1.76532)  0.16
F (1.11405, 4.09096, 0.55410)  0.13
F (2.58564, 5.10766, -0.71220)  0.17
F (-8.01682, 0.50922, -2.72565)  0.19
O (-1.81853, -1.40117, 0.35834)  -0.32
O (-2.48869, 0.92916, 0.52482)  -0.34
O (-2.93843, 3.66721, -1.93985)  -0.02
O (-1.11904, -1.29620, -5.02968)  0.12
O (0.66475, -2.29258, -4.13223)  -0.01
O (-1.86792, 2.66728, -3.82466)  0.13
O (3.36861, 3.46728, 2.27117)  0.14
O (-6.21146, -0.41581, -1.14975)  0.04
O (-0.70014, 0.12190, 1.95556)  -0.37
O (-6.62690, 1.34323, 0.29297)  0.09
O (3.66843, 0.40149, 3.08750)  -0.01
O (5.21495, -1.05476, 2.17329)  0.14
O (5.23989, -5.03683, -0.06817)  0.14
O (3.11165, -4.60224, 0.63999)  0.00
O (4.25196, 3.32013, 0.15356)  0.01
N (-1.23731, 0.79876, 4.39783)  0.33
N (-3.21464, -2.13361, 2.58671)  0.34
N (-4.18191, 2.26485, 2.24839)  0.35
C (2.02299, -1.25427, 2.31798)  -0.06
C (-1.45379, -2.47076, -2.81788)  -0.53
C (-2.88619, 3.17364, -3.26019)  -0.24
C (-0.62434, -1.96619, -4.09377)  -0.31
C (-6.88375, 0.70555, -0.73620)  -0.30
C (3.37777, 3.82906, 1.10619)  -0.31
C (3.02123, -2.17354, -4.63387)  -0.04
C (0.02628, 0.38377, -0.71473)  -0.51
C (4.88689, -0.24721, 3.04916)  -0.31
C (6.56669, 3.35594, 0.87979)  -0.06
C (-8.03427, 1.19088, -1.56981)  -0.53
C (2.67183, -4.11425, -0.65379)  -0.17
C (-4.26621, 3.18684, -3.89386)  -0.53
C (4.34102, -5.12956, 0.78770)  -0.32
C (4.62613, -5.70012, 2.20268)  -0.47
C (1.59446, -1.83053, -5.12468)  -0.17
C (-2.18339, 5.12579, -0.11387)  -0.03
C (-4.89836, -2.37112, -0.71110)  -0.04
C (2.17326, -5.14740, -1.69512)  -0.05
C (-1.84728, 3.96482, -1.10869)  -0.23
C (-5.00094, -0.83235, -0.50085)  -0.20
C (5.40743, 2.51505, 0.49387)  -0.20
C (2.60631, 0.15217, 2.09507)  -0.19
C (5.88483, 0.09540, 4.18780)  -0.55
C (2.29736, 4.74025, 0.55189)  -0.57
H (-0.93400, 0.50585, 3.48006)  0.03
H (-4.18031, 1.56644, 2.97799)  0.13
H (3.00536, -5.67183, -2.16489)  0.08
H (-3.65840, -1.35711, 3.05599)  0.13
H (-3.90214, -2.72740, 2.14527)  0.14
H (1.50491, -5.94257, -1.36480)  0.08
H (-5.03551, 2.61060, 1.83375)  0.15
H (-5.84166, -2.90405, -0.59170)  0.09
H (-2.71566, -2.67327, 3.27945)  0.16
H (3.73174, -2.15098, -5.46017)  0.09
H (7.42933, 2.69831, 0.98686)  0.09
H (-0.94563, 1.75310, 4.55359)  0.16
H (1.94307, 1.01289, 2.18101)  0.10
H (-2.64473, -1.72102, 1.86210)  0.04
H (1.77069, -4.66820, -2.58753)  0.06
H (-3.66229, 3.02355, 2.66607)  0.14
H (6.83689, 4.05067, 0.08453)  0.09
H (1.66404, -1.25451, 3.34717)  0.07
H (-4.25499, -2.81768, 0.04703)  0.05
H (1.89438, -3.37104, -0.47690)  0.10
H (-3.55000, 1.80779, 1.60661)  0.05
H (3.00645, -3.22403, -4.34343)  0.07
H (3.35175, -1.58022, -3.78134)  0.08
H (1.21806, -1.61510, 1.67768)  0.05
H (-2.22337, 0.74892, 4.61065)  0.13
H (1.32533, -2.37976, -6.02690)  0.14
H (-5.09314, -0.62702, 0.56566)  0.09
H (5.19437, 1.76445, 1.25499)  0.10
H (-2.78548, 4.73309, 0.70551)  0.05
H (5.75212, 2.05752, -0.43347)  0.13
H (1.43622, -0.76343, -5.28078)  0.13
H (3.50886, -3.56151, -1.08037)  0.12
H (-0.92405, 4.15256, -1.65688)  0.13
H (2.85411, 0.28238, 1.04163)  0.11
H (-0.80204, 0.19171, 5.07763)  0.16
H (-4.06241, -0.38493, -0.82807)  0.10
H (-1.24151, 5.55889, 0.22287)  0.07
H (-4.62197, -2.64913, -1.72816)  0.08
H (-2.56575, 6.00873, -0.62605)  0.09
H (-1.71550, 3.03857, -0.54941)  0.08
H (2.80394, -2.01074, 2.24067)  0.08
H (6.38944, 3.91240, 1.80014)  0.09

**Charge**: +2
**Kohn-Sham gap**: 6.3015 eV
**E**: -4765.4383 a.u.
**Relative energy (zero: lowest compared OMol25 entry of this formula, charge and spin)**: 541.3 kJ/mol
**HOMO level**: -0.52637 Ha
**LUMO**: -8.022 eV

***

[5]
Entry from OMol25: a 2-piece molecular cluster, C4H9O3 overall at a distorted geometry (wB97M-V/def2-TZVPD).

Last column: Löwdin charge in e.
Geometry (Å):
O (2.36892, -2.01907, 1.07104)  0.13
O (-3.57942, 0.12386, 0.52756)  -0.11
O (1.00323, -1.98801, -0.60191)  0.24
C (0.99311, 1.27193, -0.52034)  -0.09
C (-2.34852, -0.22756, 0.04115)  -0.19
C (1.99871, 0.14514, -0.10040)  -0.12
C (1.68262, -1.39293, 0.22857)  -0.60
H (-2.43429, -0.38443, -1.05315)  0.09
H (-3.67076, -0.08088, 1.40766)  0.03
H (0.36868, 0.92073, -1.28408)  0.04
H (2.84650, 0.43828, 0.64299)  0.14
H (0.28186, 1.54994, 0.35456)  0.08
H (-2.04826, -1.16685, 0.52575)  0.07
H (-1.65171, 0.66173, 0.53571)  0.12
H (2.65783, -0.00114, -0.97468)  0.11
H (1.53151, 2.14925, -0.80043)  0.06

**Kohn-Sham gap (alpha / beta)**: 10.8088 / 6.6376 eV
**E**: -383.3884 a.u.
**Relative energy (zero: lowest compared OMol25 entry of this formula, charge and spin)**: 168.3 kJ/mol
**HOMO level (alpha / beta)**: -0.37288 / -0.37268 Ha
**LUMO (alpha / beta)**: 0.662 / -3.503 eV
**Multiplicity**: 2
**⟨S²⟩**: 0.758